Record 1
{
  "formula": "C29H24BF2FeN8O2",
  "method": "ωB97M-V/def2-TZVPD",
  "largest_force_ev_per_a": 1.7,
  "e_homo_ev": [-13.2, -13.2],
  "lumo_ha": [-0.23535, -0.29284],
  "multiplicity": 6,
  "homo_lumo_gap_ev": [6.81, 5.25],
  "total_charge": 2,
  "elements": ["Fe", "C", "C", "C", "C", "C", "C", "H", "H", "H", "H", "H", "H", "O", "N", "O", "C", "C", "C", "C", "C", "C", "N", "C", "C", "N", "C", "C", "C", "C", "H", "H", "H", "H", "H", "H", "H", "F", "B", "F", "C", "C", "N", "C", "C", "N", "C", "N", "N", "N", "C", "C", "C", "C", "C", "C", "H", "H", "H", "H", "H", "H", "H", "H", "H", "H", "H"],
  "positions_angstrom": [[-0.8814, -0.0948, -0.5771], [-2.8337, 1.8532, 0.4138], [-3.0654, 0.6978, 1.1589], [-3.4488, -0.4814, 0.5206], [-3.6364, -0.4976, -0.8626], [-3.4258, 0.6643, -1.6057], [-3.0098, 1.8339, -0.9693], [-2.6129, 2.7849, 0.9176], [-3.0131, 0.7313, 2.2384], [-3.6850, -1.3593, 1.1073], [-4.0145, -1.3890, -1.3440], [-3.6497, 0.6828, -2.6639], [-2.9141, 2.7494, -1.5385], [-0.6119, -1.3632, -7.9647], [-0.2684, -2.3272, -7.3124], [0.1495, -3.3720, -7.7553], [-0.3734, -2.2360, -5.8454], [-0.3581, -3.4241, -5.1644], [-0.4602, -3.4707, -3.7716], [-0.3980, -4.7022, -3.0397], [-0.4221, -4.6872, -1.6993], [-0.5586, -3.4027, -0.9513], [-0.8364, -2.2256, -1.7476], [-0.6391, -2.2567, -3.0376], [-0.5640, -0.9986, -3.7515], [-0.5245, 0.1184, -3.0085], [-0.3482, 1.2889, -3.5980], [-0.2101, 1.4184, -4.9777], [-0.2490, 0.2899, -5.7601], [-0.4155, -0.9746, -5.1554], [-0.2523, -4.3394, -5.7314], [-0.3146, -5.6295, -3.5899], [-0.3324, -5.5917, -1.1141], [-1.3601, -3.5029, -0.2022], [-0.2971, 2.1505, -2.9433], [-0.0562, 2.3927, -5.4170], [-0.1284, 0.3669, -6.8277], [1.2016, -1.7815, -0.1893], [0.7964, -3.0582, -0.1487], [1.5466, -3.8871, 0.5125], [1.9088, 1.0139, 0.9457], [1.1175, 0.2123, 1.9195], [-0.0693, -0.3099, 1.6578], [-0.4393, -1.0421, 2.7626], [0.5416, -0.9603, 3.6939], [1.5269, -0.1644, 3.1499], [2.7096, 0.2805, 3.8758], [2.3584, 1.2321, 4.8833], [1.9026, 0.8015, 6.0854], [1.5648, 1.7891, 6.7931], [1.7749, 2.9576, 6.0973], [1.5960, 4.2957, 6.4469], [1.9094, 5.2400, 5.4947], [2.3932, 4.8764, 4.2277], [2.5860, 3.5595, 3.8678], [2.2780, 2.6001, 4.8287], [1.3645, 1.0448, -0.0043], [2.8805, 0.5514, 0.7692], [2.0705, 2.0373, 1.2821], [-1.3760, -1.5691, 2.8028], [0.6229, -1.3808, 4.6801], [3.4250, 0.7343, 3.1919], [3.1656, -0.5758, 4.3724], [1.2584, 4.5621, 7.4382], [1.7948, 6.2897, 5.7253], [2.6390, 5.6548, 3.5184], [2.9705, 3.2990, 2.8900]]
}

---

Record 2
{
  "formula": "C12H37CuN3O5",
  "method": "ωB97M-V/def2-TZVPD",
  "largest_force_ev_per_a": 1.4,
  "e_homo_ev": -10.9,
  "lumo_ha": -0.09439,
  "homo_lumo_gap_ev": 8.37,
  "total_charge": 1,
  "elements": ["Cu", "C", "C", "C", "O", "C", "N", "H", "H", "H", "H", "H", "H", "H", "H", "H", "H", "H", "C", "C", "C", "O", "C", "N", "H", "H", "H", "H", "H", "H", "H", "H", "H", "H", "H", "C", "C", "C", "O", "C", "N", "H", "H", "H", "H", "H", "H", "H", "H", "H", "H", "H", "O", "H", "H", "O", "H", "H"],
  "positions_angstrom": [[-16.0705, 29.5155, -28.4065], [-13.7499, 33.0981, -30.0210], [-14.6422, 32.1320, -29.2062], [-16.0892, 32.5708, -29.2605], [-16.9637, 31.6412, -28.6355], [-18.2388, 32.2166, -28.4413], [-14.4650, 30.7408, -29.6240], [-13.9912, 32.9766, -31.0798], [-12.7100, 32.8231, -29.8488], [-13.8613, 34.1382, -29.7184], [-14.2332, 32.2578, -28.1974], [-16.4260, 32.7214, -30.2962], [-16.1710, 33.5440, -28.7642], [-18.6451, 32.5950, -29.3939], [-18.1948, 33.0528, -27.7415], [-18.9861, 31.4769, -28.1599], [-13.5115, 30.4147, -29.4683], [-14.4717, 30.7087, -30.6475], [-19.3710, 28.7483, -29.7968], [-18.2451, 28.6425, -30.8106], [-17.9468, 29.9725, -31.4715], [-19.0937, 30.3584, -32.2066], [-19.0564, 31.7068, -32.6090], [-17.0145, 28.1575, -30.1138], [-19.1090, 29.3048, -28.8929], [-19.8091, 27.7948, -29.4957], [-20.2062, 29.2968, -30.2443], [-18.5422, 27.9050, -31.5610], [-17.0872, 29.8627, -32.1463], [-17.7240, 30.7360, -30.7208], [-18.0657, 32.0130, -32.9679], [-19.3483, 32.3742, -31.7882], [-19.7504, 31.8532, -33.4350], [-17.2804, 27.2450, -29.7506], [-16.3181, 27.9618, -30.8314], [-18.6534, 29.7635, -25.7232], [-17.9480, 28.4734, -25.3123], [-18.8271, 27.6738, -24.3392], [-19.1749, 28.3519, -23.1608], [-18.0792, 28.5613, -22.2934], [-17.6498, 27.6399, -26.4960], [-18.2904, 30.0783, -26.7030], [-18.4260, 30.5566, -25.0139], [-19.7238, 29.5794, -25.8047], [-16.9932, 28.6625, -24.8185], [-18.3893, 26.6901, -24.1106], [-19.7663, 27.4413, -24.8529], [-17.6763, 27.5925, -21.9777], [-18.4738, 29.0672, -21.4147], [-17.2795, 29.1822, -22.7065], [-16.9887, 26.9255, -26.2144], [-18.4859, 27.1443, -26.7939], [-15.3097, 30.3575, -26.4010], [-14.9888, 31.2666, -26.4087], [-15.3259, 30.1016, -25.4716], [-14.6341, 27.6140, -27.6729], [-13.7830, 27.6999, -27.2270], [-15.0819, 26.8920, -27.2231]]
}

---

Record 3
{
  "formula": "C5H22N3O6",
  "method": "ωB97M-V/def2-TZVPD",
  "largest_force_ev_per_a": 3.6,
  "e_homo_ev": -11.6,
  "lumo_ha": -0.09940,
  "homo_lumo_gap_ev": 8.88,
  "total_charge": 1,
  "elements": ["C", "C", "C", "C", "N", "C", "N", "N", "H", "H", "H", "H", "H", "H", "H", "H", "H", "H", "H", "H", "O", "H", "H", "O", "H", "H", "O", "H", "H", "O", "H", "H", "O", "H", "H", "O"],
  "positions_angstrom": [[-0.6061, -1.1278, 1.2058], [0.8809, -0.9949, 1.4019], [1.5317, -0.8126, 0.0486], [1.7077, 0.2222, -0.8036], [2.3300, -0.2103, -1.9599], [2.5942, -1.4708, -1.7559], [2.0168, -1.9189, -0.6096], [-1.2503, 0.1667, 0.9524], [-1.0448, -1.6596, 2.0660], [-0.9578, -1.9662, 0.6091], [1.2742, -0.2923, 2.1339], [1.4226, -1.8242, 1.8751], [1.5538, 1.2706, -0.7640], [3.0103, -2.0105, -2.5953], [1.9952, -2.9091, -0.4323], [-2.2823, 0.2236, 0.8292], [-1.0480, 0.8424, 1.6789], [-0.7959, 0.6561, 0.1647], [-0.3872, 1.1293, -4.1071], [1.0631, 0.6680, -3.8007], [0.1512, 0.6362, -3.4828], [-1.2033, 2.4852, -1.7490], [-0.5668, 1.1813, -2.1164], [-1.2151, 1.5659, -1.4768], [0.8925, 2.3339, 2.1318], [2.3787, 2.6321, 2.5482], [1.7835, 1.9854, 2.1607], [-1.3255, -3.0611, -2.1471], [-1.2665, -1.4594, -1.9098], [-1.2020, -2.3362, -1.5394], [-0.1600, 1.6435, 4.0869], [0.5479, 0.3608, 4.1569], [-0.2629, 0.7347, 3.7959], [-3.9396, 1.8779, -0.0911], [-3.8233, 0.4780, -0.6685], [-3.7974, 0.9599, 0.1633]]
}

---

Record 4
{
  "formula": "CH2ClIO",
  "method": "ωB97M-V/def2-TZVPD",
  "largest_force_ev_per_a": 6.0,
  "e_homo_ev": [-8.9, -8.4],
  "lumo_ha": [-0.01708, -0.06549],
  "homo_lumo_gap_ev": [8.44, 6.65],
  "elements": ["C", "O", "Cl", "I", "H", "H"],
  "positions_angstrom": [[1.0715, 0.3786, -0.1941], [-1.4111, -1.5177, 0.5754], [0.0038, 1.3437, 0.3610], [-2.4091, -0.0963, 0.0761], [1.3639, -0.5020, 0.4461], [1.3810, 0.3937, -1.2645]]
}

---

Repeat the second record exactly.
{
  "formula": "C12H37CuN3O5",
  "method": "ωB97M-V/def2-TZVPD",
  "largest_force_ev_per_a": 1.4,
  "e_homo_ev": -10.9,
  "lumo_ha": -0.09439,
  "homo_lumo_gap_ev": 8.37,
  "total_charge": 1,
  "elements": ["Cu", "C", "C", "C", "O", "C", "N", "H", "H", "H", "H", "H", "H", "H", "H", "H", "H", "H", "C", "C", "C", "O", "C", "N", "H", "H", "H", "H", "H", "H", "H", "H", "H", "H", "H", "C", "C", "C", "O", "C", "N", "H", "H", "H", "H", "H", "H", "H", "H", "H", "H", "H", "O", "H", "H", "O", "H", "H"],
  "positions_angstrom": [[-16.0705, 29.5155, -28.4065], [-13.7499, 33.0981, -30.0210], [-14.6422, 32.1320, -29.2062], [-16.0892, 32.5708, -29.2605], [-16.9637, 31.6412, -28.6355], [-18.2388, 32.2166, -28.4413], [-14.4650, 30.7408, -29.6240], [-13.9912, 32.9766, -31.0798], [-12.7100, 32.8231, -29.8488], [-13.8613, 34.1382, -29.7184], [-14.2332, 32.2578, -28.1974], [-16.4260, 32.7214, -30.2962], [-16.1710, 33.5440, -28.7642], [-18.6451, 32.5950, -29.3939], [-18.1948, 33.0528, -27.7415], [-18.9861, 31.4769, -28.1599], [-13.5115, 30.4147, -29.4683], [-14.4717, 30.7087, -30.6475], [-19.3710, 28.7483, -29.7968], [-18.2451, 28.6425, -30.8106], [-17.9468, 29.9725, -31.4715], [-19.0937, 30.3584, -32.2066], [-19.0564, 31.7068, -32.6090], [-17.0145, 28.1575, -30.1138], [-19.1090, 29.3048, -28.8929], [-19.8091, 27.7948, -29.4957], [-20.2062, 29.2968, -30.2443], [-18.5422, 27.9050, -31.5610], [-17.0872, 29.8627, -32.1463], [-17.7240, 30.7360, -30.7208], [-18.0657, 32.0130, -32.9679], [-19.3483, 32.3742, -31.7882], [-19.7504, 31.8532, -33.4350], [-17.2804, 27.2450, -29.7506], [-16.3181, 27.9618, -30.8314], [-18.6534, 29.7635, -25.7232], [-17.9480, 28.4734, -25.3123], [-18.8271, 27.6738, -24.3392], [-19.1749, 28.3519, -23.1608], [-18.0792, 28.5613, -22.2934], [-17.6498, 27.6399, -26.4960], [-18.2904, 30.0783, -26.7030], [-18.4260, 30.5566, -25.0139], [-19.7238, 29.5794, -25.8047], [-16.9932, 28.6625, -24.8185], [-18.3893, 26.6901, -24.1106], [-19.7663, 27.4413, -24.8529], [-17.6763, 27.5925, -21.9777], [-18.4738, 29.0672, -21.4147], [-17.2795, 29.1822, -22.7065], [-16.9887, 26.9255, -26.2144], [-18.4859, 27.1443, -26.7939], [-15.3097, 30.3575, -26.4010], [-14.9888, 31.2666, -26.4087], [-15.3259, 30.1016, -25.4716], [-14.6341, 27.6140, -27.6729], [-13.7830, 27.6999, -27.2270], [-15.0819, 26.8920, -27.2231]]
}